Entry 1:
# C14H20N2O2S

The molecule C14H20N2O2S (ωB97M-V/def2-TZVPD, the OMol25 dataset).

Last column: Mulliken charge in e.
CARTESIAN COORDINATES (ANGSTROEM)
H (-3.65778, 0.75292, 1.00121)  0.357
C (2.67207, -0.16345, -1.26970)  -0.810
H (1.30415, 1.52426, 2.78708)  0.383
O (-0.19668, -3.17785, 0.22612)  -0.743
C (-0.19878, -0.04752, 3.07702)  -0.598
H (-0.64693, 2.86072, 1.49133)  0.406
C (0.56877, -1.27756, -1.43771)  -0.078
C (-1.64218, -0.08965, 2.55118)  0.114
C (-2.66405, 1.05779, 0.66169)  -0.956
H (-0.12601, 2.01706, 3.71541)  0.328
H (-0.39381, -1.25132, -3.32763)  0.500
H (0.42277, -0.70097, 2.46419)  0.066
N (-1.35688, -0.96326, 0.32984)  0.453
H (-1.46904, 0.51579, -1.09703)  0.510
H (3.64228, 2.03534, -2.89025)  0.296
C (0.22685, 1.40641, 2.88434)  -0.796
H (3.53156, 0.13519, -0.68736)  0.402
C (-1.88344, -1.29969, 1.63191)  -1.242
O (-1.71043, -2.58128, -1.63250)  -0.750
C (1.48938, -0.19559, -3.35556)  -0.730
H (1.42218, 0.07463, -4.39921)  0.345
H (-1.34400, -2.17888, 1.98357)  0.479
H (-2.36450, -0.11857, 3.37795)  0.396
N (-1.83006, 1.17508, 1.82994)  -0.161
H (3.61530, 1.00090, -4.31978)  0.360
H (-0.00623, 1.37702, 0.73423)  0.100
S (-0.75146, -2.17870, -0.64027)  1.358
C (2.59773, 0.19674, -2.61361)  0.959
H (1.70749, -1.19998, 0.35375)  0.421
H (-2.96233, -0.42672, -0.92154)  0.338
H (-2.75183, 2.04231, 0.19809)  0.392
C (0.47240, -0.93138, -2.77002)  -0.233
C (-2.13199, 0.03655, -0.37066)  -0.758
C (-0.52608, 1.78186, 1.61607)  -0.345
C (1.66104, -0.89933, -0.68058)  -0.454
H (4.66861, 0.60804, -2.95307)  0.371
H (-2.95312, -1.54660, 1.57479)  0.377
C (3.69525, 1.00308, -3.23615)  -1.442
H (-0.13022, -0.37341, 4.11294)  0.385

Properties
**Relative energy (zero: lowest compared OMol25 entry of this formula, charge and spin)**: 1.889 eV
**Electronic energy**: -32752.64505 eV
**LUMO energy**: 0.02466 Ha
**SMILES**: Cc1ccc(S(=O)(=O)N2CCN3CCC[C@@H]3C2)cc1
**HOMO-LUMO gap**: 9.09 eV
**Largest force on an atom**: 0.94 eV/A

***

Entry 2:
# C14H20NO14S4

A cluster of 4 separate species, C14H20NO14S4 in total at a distorted geometry (ωB97M-V/def2-TZVPD, the OMol25 dataset).

Last column: Mulliken charge in e.
CARTESIAN COORDINATES (ANGSTROEM)
O (4.90001, -0.30050, -0.09410)  -0.602
H (-0.14297, 1.68283, 4.20644)  0.460
C (-4.02674, -4.28961, 0.27199)  -0.437
C (-0.85754, 2.93359, -1.90606)  -0.010
H (-0.90382, 1.84929, -1.84934)  0.129
H (-2.41097, -3.28922, 1.32995)  -0.541
C (-3.01931, -4.18293, 1.39619)  0.739
O (3.46089, -0.09954, -2.05969)  -0.301
N (1.31895, 2.17474, 2.77000)  0.082
O (1.71950, 4.54096, -3.56330)  -0.532
C (5.43886, 0.16548, -3.27050)  -0.420
O (3.85330, 1.87306, -0.65562)  -0.502
H (5.90784, -0.80606, -3.10707)  0.315
H (-3.59535, -4.69590, -0.63878)  0.336
C (-1.65122, -0.04780, 2.81582)  -0.450
C (1.79976, 2.00937, 1.53359)  -0.827
H (1.58291, 0.99626, -0.33773)  0.705
H (-4.48724, -3.32281, 0.05551)  0.342
H (-2.37261, -5.06336, 1.43323)  0.321
H (-0.95810, 2.84135, -4.06659)  0.316
O (-3.80989, -4.15628, 2.58791)  -0.293
S (-5.13230, -5.05052, 2.37602)  1.083
C (0.07816, 0.43981, 1.08272)  0.638
H (5.90302, 0.65335, -4.12174)  0.328
O (-4.90996, -6.33288, 2.92804)  -0.533
C (1.20605, 1.13180, 0.66144)  -0.571
C (3.93720, 0.04507, -3.41294)  -0.295
S (0.69932, 4.75070, -2.60573)  1.053
H (-1.69302, -2.05568, 3.55297)  0.130
O (-0.72343, 4.75390, -3.34209)  -0.317
C (-0.55603, -0.51908, 0.12420)  -0.314
O (-6.25441, -4.26357, 2.72341)  -0.518
H (3.64047, -0.81227, -4.00965)  0.325
C (0.23607, 1.53474, 3.20928)  -0.364
O (0.73476, 5.82481, -1.68662)  -0.544
H (-1.43232, 3.36805, -1.08351)  0.221
H (-2.57031, 0.22588, 2.28443)  0.386
H (0.68346, -1.95332, 2.37955)  0.142
S (0.14783, -2.63485, 1.33648)  -0.016
H (-1.68379, -0.69793, 4.85527)  0.316
O (-0.60189, -0.35212, -1.03624)  -0.449
C (-0.42613, 0.65652, 2.37349)  0.724
H (2.66584, 2.55897, 1.20125)  0.720
O (-5.03758, -5.16638, 0.77733)  -0.324
H (3.50061, 0.95181, -3.83484)  0.276
O (5.61774, 0.95713, -2.08091)  -0.285
O (-1.09152, -1.67206, 0.69090)  -0.194
O (0.49872, 3.37591, -1.78905)  -0.205
C (-1.32830, 3.45639, -3.24389)  -0.445
S (4.45338, 0.64303, -1.05000)  1.166
C (-1.67281, -1.00147, 3.81068)  -0.621
H (-2.40939, 3.53391, -3.30961)  0.340
H (1.77428, 2.83744, 3.38752)  0.314

Properties
**Electronic energy**: -88324.26564 eV
**LUMO energy**: -0.18810 Ha
**Charge**: +1
**HOMO-LUMO gap**: 6.67 eV
**Largest force on an atom**: 2.32 eV/A

***

Entry 3:
# C14H20O4

A cluster of 2 separate species, C14H20O4 in total at a distorted geometry (ωB97M-V/def2-TZVPD, the OMol25 dataset).

Last column: Mulliken charge in e.
CARTESIAN COORDINATES (ANGSTROEM)
C (-0.22940, 4.49484, -2.79499)  -0.464
H (1.29956, 2.99501, -2.01416)  0.229
H (0.68811, -3.36030, -0.40103)  0.335
H (-0.64874, -6.02335, 2.69670)  0.356
C (1.44045, 0.44947, 1.56872)  -0.442
H (-0.52506, 2.40935, -1.89174)  0.186
H (-0.00923, -0.09831, -1.31946)  0.251
O (0.11201, -0.34391, -3.97053)  -0.498
H (-1.21446, -1.84228, 0.08326)  0.452
H (0.99781, -0.64520, 1.57444)  0.257
H (0.66456, 6.03264, -1.31556)  0.234
H (-2.56053, -4.51344, 3.16997)  0.357
H (0.96875, -5.45296, 0.90313)  0.367
H (1.59019, -1.06518, -0.86184)  0.180
C (-0.02258, -3.61253, 0.38154)  -0.317
C (-0.77504, -5.11030, 2.12157)  -0.392
H (-1.17479, 5.23544, -0.75797)  0.261
H (-2.84703, -2.42635, 1.85851)  0.377
C (0.26061, 2.93425, -2.59494)  0.153
C (-1.84886, -4.26063, 2.38841)  -0.356
C (-0.27298, 5.33040, -1.52920)  -0.623
H (-0.50705, 4.98686, -3.83209)  0.301
C (-1.09338, -2.76009, 0.65219)  -0.172
C (0.13514, -4.78796, 1.11528)  -0.463
H (2.58286, 0.38141, 1.90046)  0.296
H (-0.98552, 0.33004, 1.64988)  0.096
C (1.14618, -0.01256, -1.14330)  -0.131
C (-0.72101, 1.20099, 2.42229)  -0.427
O (0.75043, 1.37653, 2.49734)  -0.411
H (2.45748, 1.68938, -0.11991)  0.270
C (1.42132, 1.12442, 0.05223)  -0.134
O (0.32423, 2.14706, -3.83623)  -0.313
H (-1.15442, 0.91640, 3.47597)  0.251
C (-2.00874, -3.08710, 1.65219)  -0.549
H (0.59032, 1.97988, 0.00737)  0.033
O (1.76508, 0.45958, -2.42418)  -0.330
H (-1.29112, 2.17557, 2.05767)  0.221
C (0.69482, 0.75294, -3.42198)  0.560

Properties
**Relative energy (zero: lowest compared OMol25 entry of this formula, charge and spin)**: 11.198 eV
**Electronic energy**: -23021.85269 eV
**LUMO energy**: -0.03919 Ha
**SMILES**: C=CCOC(=O)OCCCOC.c1ccccc1
**HOMO-LUMO gap**: 6.92 eV
**Largest force on an atom**: 9.38 eV/A

***

Entry 4:
# C14H20OS2

The molecule C14H20OS2 at a distorted geometry (ωB97M-V/def2-TZVPD, the OMol25 dataset).

Last column: Mulliken charge in e.
CARTESIAN COORDINATES (ANGSTROEM)
C (0.74548, -1.74025, 0.40188)  1.419
C (1.39052, -0.00819, 1.95629)  0.992
H (-3.93929, 1.14992, -3.63175)  0.294
C (-1.39902, -2.05115, 3.55843)  -1.457
C (3.10801, -0.60615, -1.36131)  -1.402
H (-0.00973, -3.24127, -0.88317)  0.368
H (1.94436, 1.53809, 3.33611)  0.355
H (-4.86083, 2.51651, -2.92561)  0.361
O (-1.73315, 1.70914, -2.20357)  -0.254
C (1.49558, -0.57576, 0.66563)  0.278
C (0.73301, -2.42874, -0.92509)  -1.531
C (-2.74108, 2.65392, -2.66581)  -0.384
H (0.34330, -0.02169, 3.84966)  0.311
H (-1.95581, -2.91048, 3.18081)  0.341
H (-2.11848, -1.24871, 3.75318)  0.328
H (3.50843, -1.52196, -0.88384)  0.364
H (-2.85629, 3.48117, -1.94173)  0.374
H (-0.80899, -3.07911, 1.07255)  0.211
H (2.60395, 1.12940, -0.17368)  0.476
S (0.61878, 0.85523, -1.70484)  -0.137
H (1.95062, 2.04021, 1.62984)  0.347
H (2.62924, -0.89759, -2.31057)  0.384
H (-4.17738, 1.23849, -1.87787)  0.317
C (-4.00764, 1.83599, -2.76758)  -1.209
C (2.17971, 1.20926, 2.31527)  -1.683
H (-2.45042, 3.05425, -3.65157)  0.391
H (1.69554, -2.88705, -1.19937)  0.273
H (3.26390, 1.02315, 2.27156)  0.348
C (-0.17878, -2.22917, 1.33847)  -1.061
H (0.41125, -1.74578, -1.73205)  0.272
C (-0.47473, 2.18437, -2.04125)  0.147
C (0.46508, -0.51227, 2.87907)  -0.947
H (3.94591, 0.03305, -1.67511)  0.316
H (-0.94673, -2.31110, 4.51918)  0.344
C (-0.34998, -1.60026, 2.58258)  0.547
S (-0.17787, 3.79101, -2.29127)  -0.322
C (2.15356, 0.17351, -0.46349)  0.229

Properties
**Relative energy (zero: lowest compared OMol25 entry of this formula, charge and spin)**: 0.000 eV
**Electronic energy**: -38558.62488 eV
**LUMO energy**: -0.02540 Ha
**SMILES**: CCOC(=S)S[C@H](C)c1c(C)cc(C)cc1C
**HOMO-LUMO gap**: 7.39 eV
**Largest force on an atom**: 2.43 eV/A

***

Entry 5:
# C14H21AuN6S3Si

A structure of composition C14H21AuN6S3Si at a distorted geometry (ωB97M-V/def2-TZVPD, the OMol25 dataset).

Last column: Mulliken charge in e.
CARTESIAN COORDINATES (ANGSTROEM)
Au (1.12545, 0.92402, 0.45029)  1.010
C (-1.20036, -0.42797, -0.40212)  0.963
H (-0.15724, 3.20624, 4.41837)  0.223
H (-4.21256, -3.79155, -0.40171)  0.355
H (-1.88700, 1.74929, 1.94125)  0.520
C (-3.29813, 0.32019, 1.15396)  -1.128
H (-4.06889, -0.81472, -3.40223)  0.354
H (-1.66581, -3.53206, -3.87912)  0.353
C (5.07377, 2.62693, 0.18119)  -0.404
H (2.62279, -0.27100, -2.13489)  -0.100
N (0.15037, 2.73443, 3.58319)  -0.343
H (4.42179, 4.49823, 2.43171)  0.418
H (-3.67135, -4.72322, -1.78718)  0.346
H (-1.03539, -1.90633, -3.73397)  0.389
C (3.50753, 3.94595, 2.49393)  -0.459
S (0.27151, -0.72666, -1.24275)  -0.376
H (-5.13610, -1.56468, -2.21418)  0.352
H (5.77318, 3.29041, 0.64375)  0.408
H (-2.56868, -4.42717, -0.45092)  0.344
H (1.94118, -0.78703, 2.81239)  0.270
C (-4.30612, -1.74178, -2.88964)  -1.084
C (-1.33888, -2.78111, -3.16369)  -1.190
N (-1.03288, 0.53095, 0.52406)  -0.423
H (-4.61929, -2.47279, -3.62726)  0.353
C (3.90227, 1.01045, -1.21126)  0.477
C (-3.45989, -0.69380, 0.22003)  -0.181
C (-3.36368, -3.99107, -1.04798)  -1.053
H (4.17148, -0.10907, -2.89396)  0.243
S (2.35890, 4.27894, 3.71359)  -0.115
N (1.83392, 2.44849, 1.97854)  -0.202
N (3.55251, 0.12116, -2.13068)  -0.220
H (2.84932, -1.26239, 1.54303)  0.278
C (-2.41576, -1.08865, -0.61725)  0.157
C (3.07508, 2.94190, 1.66552)  0.142
N (1.91020, -0.99441, 1.81980)  -0.683
C (3.78137, 2.36832, 0.55601)  0.310
C (-2.05802, 0.92692, 1.26306)  -0.141
Si (-2.76236, -2.41978, -1.96666)  0.280
H (-4.11659, 0.63124, 1.78499)  0.414
S (5.51594, 1.71645, -1.19554)  -0.109
C (1.32523, 3.02861, 3.03174)  0.372
H (1.32421, -1.81394, 1.70024)  0.272
H (-4.41896, -1.18408, 0.14750)  0.384
H (-0.45283, -3.17217, -2.67012)  0.366
H (-0.38344, 1.95232, 3.23918)  0.106
N (3.14224, 1.44598, -0.23422)  -0.250

Properties
**Relative energy (zero: lowest compared OMol25 entry of this formula, charge and spin)**: 1.101 eV
**Electronic energy**: -67861.77396 eV
**LUMO energy**: -0.33065 Ha
**Charge**: +2
**HOMO-LUMO gap**: 4.77 eV
**Largest force on an atom**: 2.20 eV/A

***

Question: Look up the largest force on an atom of the fifth one.
Answer: 2.20 eV/A

***

Question: Which of these has the highest largest force on an atom?
Answer: C14H20O4

***

Question: Among the records above, which one has the lowest electronic energy?
Answer: C14H20NO14S4

***

Repeat the first record exactly.
# C14H20N2O2S

The molecule C14H20N2O2S (ωB97M-V/def2-TZVPD, the OMol25 dataset).

Last column: Mulliken charge in e.
CARTESIAN COORDINATES (ANGSTROEM)
H (-3.65778, 0.75292, 1.00121)  0.357
C (2.67207, -0.16345, -1.26970)  -0.810
H (1.30415, 1.52426, 2.78708)  0.383
O (-0.19668, -3.17785, 0.22612)  -0.743
C (-0.19878, -0.04752, 3.07702)  -0.598
H (-0.64693, 2.86072, 1.49133)  0.406
C (0.56877, -1.27756, -1.43771)  -0.078
C (-1.64218, -0.08965, 2.55118)  0.114
C (-2.66405, 1.05779, 0.66169)  -0.956
H (-0.12601, 2.01706, 3.71541)  0.328
H (-0.39381, -1.25132, -3.32763)  0.500
H (0.42277, -0.70097, 2.46419)  0.066
N (-1.35688, -0.96326, 0.32984)  0.453
H (-1.46904, 0.51579, -1.09703)  0.510
H (3.64228, 2.03534, -2.89025)  0.296
C (0.22685, 1.40641, 2.88434)  -0.796
H (3.53156, 0.13519, -0.68736)  0.402
C (-1.88344, -1.29969, 1.63191)  -1.242
O (-1.71043, -2.58128, -1.63250)  -0.750
C (1.48938, -0.19559, -3.35556)  -0.730
H (1.42218, 0.07463, -4.39921)  0.345
H (-1.34400, -2.17888, 1.98357)  0.479
H (-2.36450, -0.11857, 3.37795)  0.396
N (-1.83006, 1.17508, 1.82994)  -0.161
H (3.61530, 1.00090, -4.31978)  0.360
H (-0.00623, 1.37702, 0.73423)  0.100
S (-0.75146, -2.17870, -0.64027)  1.358
C (2.59773, 0.19674, -2.61361)  0.959
H (1.70749, -1.19998, 0.35375)  0.421
H (-2.96233, -0.42672, -0.92154)  0.338
H (-2.75183, 2.04231, 0.19809)  0.392
C (0.47240, -0.93138, -2.77002)  -0.233
C (-2.13199, 0.03655, -0.37066)  -0.758
C (-0.52608, 1.78186, 1.61607)  -0.345
C (1.66104, -0.89933, -0.68058)  -0.454
H (4.66861, 0.60804, -2.95307)  0.371
H (-2.95312, -1.54660, 1.57479)  0.377
C (3.69525, 1.00308, -3.23615)  -1.442
H (-0.13022, -0.37341, 4.11294)  0.385

Properties
**Relative energy (zero: lowest compared OMol25 entry of this formula, charge and spin)**: 1.889 eV
**Electronic energy**: -32752.64505 eV
**LUMO energy**: 0.02466 Ha
**SMILES**: Cc1ccc(S(=O)(=O)N2CCN3CCC[C@@H]3C2)cc1
**HOMO-LUMO gap**: 9.09 eV
**Largest force on an atom**: 0.94 eV/A